{
  "formula": "C5H10",
  "method": "the ωB97M-V functional and the def2-TZVPD basis",
  "elements": ["C", "C", "H", "H", "H", "H", "C", "C", "C", "H", "H", "H", "H", "H", "H"],
  "positions_angstrom": [[2.079, 0.241, 0.693], [2.671, 0.127, -0.477], [2.627, 0.432, 1.609], [1.062, -0.073, 0.905], [3.739, 0.248, -0.584], [2.081, -0.126, -1.352], [-1.901, -0.727, 0.803], [-1.332, 0.371, 0.025], [-1.405, 0.473, -1.377], [-2.507, -0.288, 1.599], [-2.478, -1.412, 0.192], [-1.052, -1.332, 1.157], [-0.730, 1.029, 0.618], [-0.886, 1.286, -1.870], [-1.968, -0.248, -1.940]],
  "forces_ev_per_a": [[0.21, -0.55, 1.10], [-0.34, -0.06, -0.33], [0.13, 0.21, -0.13], [-0.16, 0.20, -0.39], [-0.05, 0.21, -0.13], [0.27, -0.09, -0.12], [-0.27, -0.03, -1.30], [0.08, -1.14, 0.37], [0.28, 0.56, 0.39], [0.27, -0.30, 0.48], [-0.32, 0.04, -0.04], [-0.02, 0.28, 0.65], [0.15, 0.89, -0.15], [-0.06, -0.06, -0.17], [-0.15, -0.16, -0.23]],
  "mulliken_charge": [-0.15, -0.46, 0.25, -0.04, 0.24, 0.17, -0.89, 0.21, -0.61, 0.33, 0.38, 0.32, 0.60, 0.32, 0.31],
  "charge": 1,
  "homo_lumo_gap_ev": [8.40, 4.54],
  "spin_multiplicity": 2,
  "de_lowest_ev": 1.843
}

{
  "formula": "C36H63CdN2O22P3",
  "method": "the ωB97M-V functional and the def2-TZVPD basis",
  "elements": ["C", "C", "C", "C", "C", "C", "N", "O", "C", "C", "C", "H", "H", "H", "H", "H", "H", "H", "H", "H", "H", "H", "H", "H", "H", "H", "H", "H", "H", "Cd", "N", "O", "O", "O", "C", "C", "C", "C", "C", "C", "O", "O", "H", "H", "H", "H", "H", "H", "C", "C", "C", "C", "C", "C", "O", "O", "H", "H", "H", "H", "H", "H", "C", "C", "C", "C", "C", "C", "O", "O", "H", "H", "H", "H", "H", "H", "C", "O", "P", "O", "O", "C", "O", "C", "H", "H", "H", "H", "H", "H", "H", "H", "H", "C", "O", "P", "O", "O", "C", "O", "C", "H", "H", "H", "H", "H", "H", "H", "H", "H", "C", "O", "P", "O", "O", "C", "O", "C", "H", "H", "H", "H", "H", "H", "H", "H", "H"],
  "positions_angstrom": [[-2.659, -4.203, -1.520], [-1.722, -5.371, -1.109], [-0.638, -5.534, -2.173], [0.407, -4.462, -2.211], [1.046, -4.422, -0.799], [0.127, -4.330, 0.382], [-1.031, -5.258, 0.238], [-1.691, -5.517, 1.243], [-0.443, -2.910, 0.626], [0.805, -4.712, 1.703], [-2.605, -6.633, -1.066], [-2.147, -3.243, -1.435], [-3.512, -4.073, -0.851], [-3.054, -4.286, -2.530], [-0.930, -5.749, -3.202], [-0.096, -6.448, -1.909], [0.204, -3.471, -2.620], [1.205, -4.788, -2.880], [1.778, -3.616, -0.873], [1.645, -5.333, -0.863], [-1.393, -2.860, 1.165], [-0.610, -2.276, -0.245], [0.136, -2.303, 1.322], [0.147, -4.518, 2.547], [1.727, -4.131, 1.715], [1.163, -5.738, 1.815], [-3.140, -6.619, -2.015], [-3.352, -6.583, -0.278], [-1.946, -7.495, -0.967], [-2.559, 3.421, 1.988], [-0.927, 0.803, 0.917], [-1.649, -0.146, 1.207], [0.166, 0.615, 0.356], [-1.169, 1.986, 1.244], [4.093, -2.446, 0.554], [5.261, -2.753, -0.148], [5.670, -1.868, -1.137], [4.954, -0.703, -1.428], [3.745, -0.469, -0.756], [3.353, -1.302, 0.268], [2.226, -1.128, 0.989], [6.876, -2.112, -1.707], [3.807, -3.217, 1.257], [5.753, -3.689, 0.074], [5.286, -0.070, -2.239], [3.109, 0.381, -0.964], [1.633, -0.426, 0.699], [7.216, -1.390, -2.242], [-0.333, -2.717, 5.158], [0.916, -2.773, 5.743], [1.961, -1.958, 5.345], [1.743, -1.054, 4.335], [0.503, -0.890, 3.734], [-0.523, -1.710, 4.186], [-1.797, -1.620, 3.647], [3.151, -2.001, 5.972], [-1.024, -3.519, 5.369], [1.085, -3.605, 6.416], [2.556, -0.414, 4.018], [0.358, -0.074, 3.041], [-1.868, -1.082, 2.853], [3.226, -2.725, 6.600], [0.049, 0.164, -4.465], [0.569, 0.944, -5.481], [1.358, 2.031, -5.108], [1.752, 2.324, -3.798], [1.215, 1.461, -2.829], [0.321, 0.453, -3.140], [-0.196, -0.365, -2.158], [1.676, 2.862, -6.162], [-0.754, -0.536, -4.660], [0.246, 0.838, -6.506], [2.425, 3.068, -3.397], [1.465, 1.581, -1.783], [-0.302, 0.081, -1.307], [2.359, 3.424, -5.779], [-3.428, 6.539, -1.562], [-2.460, 5.604, -2.075], [-1.944, 4.302, -1.377], [-2.135, 4.351, 0.111], [-2.736, 3.082, -1.982], [-2.782, 2.695, -3.354], [-0.468, 4.120, -1.901], [0.454, 5.209, -1.904], [-2.949, 7.480, -1.311], [-3.813, 6.104, -0.636], [-4.324, 6.599, -2.175], [-2.993, 1.667, -3.644], [-1.944, 3.001, -3.982], [-3.626, 3.214, -3.815], [1.081, 5.082, -1.023], [0.019, 6.209, -1.857], [1.042, 5.258, -2.818], [5.476, 0.416, 2.471], [5.763, 1.455, 1.559], [4.909, 2.801, 1.533], [5.493, 3.867, 0.743], [3.479, 2.241, 1.045], [2.468, 3.251, 0.804], [4.604, 3.161, 3.068], [5.550, 3.887, 3.811], [4.683, 0.573, 3.200], [6.456, 0.361, 2.950], [5.342, -0.536, 1.959], [1.682, 2.912, 1.486], [1.922, 3.291, -0.139], [2.694, 4.261, 1.145], [6.593, 3.740, 3.505], [5.690, 3.611, 4.855], [5.433, 4.957, 3.640], [-5.309, 0.029, 0.435], [-6.003, 1.185, -0.140], [-5.574, 2.655, 0.312], [-4.276, 2.848, 0.999], [-5.652, 3.515, -1.037], [-6.470, 3.059, -2.174], [-6.805, 3.061, 1.270], [-6.928, 2.589, 2.619], [-4.451, 0.294, 1.054], [-4.924, -0.643, -0.328], [-5.981, -0.531, 1.083], [-7.059, 2.160, -1.994], [-6.007, 3.005, -3.156], [-7.329, 3.722, -2.300], [-7.619, 1.754, 2.721], [-7.312, 3.353, 3.294], [-5.933, 2.389, 3.021]],
  "forces_ev_per_a": [[0.40, 1.44, 1.71], [-1.22, -1.49, -1.80], [0.87, -0.71, -0.31], [0.85, 0.55, 0.63], [0.90, 0.03, -2.39], [1.11, -0.18, 1.56], [-4.01, 2.34, 1.97], [2.31, -0.12, -3.05], [-1.29, 1.08, 0.09], [0.73, -0.15, 0.09], [0.43, 0.58, -0.05], [0.17, -0.03, -0.36], [-0.04, -0.47, 0.12], [0.40, -0.54, -0.04], [-1.11, 0.11, 0.29], [0.06, -0.12, 0.06], [-0.90, 0.00, 0.32], [0.01, -0.19, 0.04], [-0.11, 0.22, 0.91], [-0.03, -0.17, 1.06], [-0.23, -0.81, -0.13], [0.36, -0.41, -0.37], [0.90, -0.57, -0.26], [0.26, 0.36, 0.06], [-0.25, 0.37, 0.41], [-0.36, -0.24, -0.54], [0.11, -0.44, -0.02], [0.14, -0.11, 0.09], [-0.39, -0.28, -0.04], [0.46, -0.26, -0.74], [1.61, -1.71, 0.39], [-0.65, 0.83, -0.22], [-0.69, 0.42, -0.14], [-0.33, 0.94, 0.46], [0.79, -0.72, -0.58], [-1.27, 0.60, 0.09], [0.76, 0.91, 0.16], [-0.83, -0.84, 0.27], [0.59, 0.23, -0.12], [0.28, -0.80, -0.23], [-0.78, -0.21, 0.94], [0.46, -0.66, -0.28], [-0.46, 0.43, 0.37], [0.38, 0.16, -0.16], [0.01, 0.17, 0.08], [0.22, 0.15, -0.19], [0.37, 0.11, -0.33], [-0.29, 0.16, 0.00], [0.89, 0.95, -0.95], [-0.36, -1.07, -0.14], [-0.67, -0.24, 0.50], [0.74, 0.86, -0.38], [-0.09, -0.64, 1.25], [-1.18, -0.34, -0.65], [-0.41, -0.44, 0.41], [1.06, 0.37, -0.18], [-0.49, 0.42, -0.01], [0.21, 0.19, 0.31], [0.10, -0.04, 0.03], [-0.12, -0.17, -0.19], [0.58, 0.14, 0.08], [-0.26, -0.07, -0.02], [-1.05, 0.11, -0.08], [-0.22, 0.38, 1.29], [0.34, 0.78, -1.15], [-1.16, -1.91, 0.55], [0.06, 0.31, 0.16], [0.71, -0.13, 0.32], [-0.59, -0.44, -0.40], [0.61, 0.03, 0.87], [0.29, -0.39, -0.16], [0.22, -0.05, -0.06], [0.11, 0.36, -0.77], [0.08, 0.18, 0.03], [0.51, 0.12, -0.25], [0.11, 0.43, -0.65], [-0.56, -0.86, 1.46], [0.25, 0.09, -0.41], [-0.09, -0.22, -0.57], [0.38, 0.52, -0.64], [0.65, -0.60, 0.77], [-0.81, 1.14, -2.25], [-1.34, 0.12, 0.01], [0.85, 0.98, 0.45], [-0.04, 0.04, -0.47], [0.08, 0.23, 0.21], [0.53, 0.24, -0.64], [0.35, -0.44, 1.42], [0.51, 0.05, 0.67], [-0.07, 0.26, 0.22], [0.25, 0.10, -0.22], [-0.61, -0.25, 0.20], [-0.03, -0.74, 0.00], [1.65, -0.97, 0.62], [-1.23, 1.72, -0.83], [0.10, -1.41, 0.35], [0.09, 0.37, -0.23], [0.13, 1.29, -0.71], [-1.46, -0.64, 2.00], [-0.54, -0.74, -0.41], [2.31, 1.07, -0.03], [-0.04, 0.40, -0.21], [-0.39, -0.57, 0.79], [-0.28, 0.23, -0.26], [-0.24, 0.24, 0.05], [1.06, -0.51, -0.63], [0.68, -0.07, -0.27], [-0.14, -0.40, -0.77], [-1.31, -0.09, 0.12], [-0.45, 0.00, 0.46], [0.15, -0.39, 0.45], [1.78, -0.05, 0.71], [-2.97, -0.01, -0.77], [-0.56, -0.54, 0.06], [-0.33, -1.28, 0.74], [-2.18, 0.33, 0.08], [0.88, 0.52, -1.19], [0.44, 0.20, 0.82], [-0.03, 0.43, -0.14], [-0.31, 0.33, -0.38], [-0.31, 0.19, -0.21], [0.92, -0.50, 0.36], [0.95, 0.04, 0.54], [0.51, 0.79, 0.21], [0.29, -0.23, -0.44], [-0.18, 0.43, -0.60], [-0.06, -0.53, -0.04]],
  "mulliken_charge": [-1.41, 1.22, -1.32, -0.63, -1.10, 2.43, 0.79, -0.37, -0.75, -1.70, -1.66, 0.12, 0.47, 0.43, 0.47, 0.44, 0.12, 0.56, -0.40, 0.67, 0.73, -0.24, -0.13, 0.44, 0.20, 0.42, 0.41, 0.43, 0.44, 2.27, 0.94, -0.92, -0.36, -0.30, -0.06, -0.66, 0.55, -0.95, 0.05, 0.23, 0.28, -0.57, 0.20, 0.46, 0.37, 0.17, -0.37, 0.30, -0.78, -0.39, 0.40, -0.57, -0.36, 0.77, -0.61, -0.54, 0.47, 0.26, 0.51, 0.25, 0.27, 0.31, -0.43, -0.82, 0.61, -0.96, 0.51, 0.03, -0.28, -0.59, 0.46, 0.44, 0.63, -0.16, -0.19, 0.31, -0.65, -0.21, -0.46, -0.49, 0.06, -0.94, 0.46, -0.80, 0.30, 0.18, 0.28, 0.41, 0.25, 0.35, 0.30, 0.41, 0.22, -0.43, -0.35, 0.34, -0.78, 0.51, -0.25, -0.32, -0.84, 0.29, 0.38, 0.02, 0.26, -0.32, 0.51, 0.34, 0.30, 0.32, -0.57, -0.33, 0.30, 0.22, -0.26, -0.69, -0.37, -0.63, 0.05, 0.32, 0.37, 0.32, 0.27, 0.32, 0.28, 0.27, 0.19],
  "charge": 2,
  "homo_lumo_gap_ev": 3.18
}

Number 1: F_max 1.332 eV/A. Number 2: F_max 5.043 eV/A.